No. 1
{
  "formula": "C23H45Cl3N2O3PSiSm",
  "method": "the ωB97M-V functional and the def2-TZVPD basis",
  "spin_multiplicity": 6,
  "e_lumo_ev": [-0.85, 0.08],
  "homo_energy_ev": [-6.94, -6.94],
  "orbital_gap_ev": [6.084, 7.018],
  "de_lowest_kcal_mol": 66.51,
  "total_energy_ev": -106346.226,
  "largest_force_ev_per_a": 3.43,
  "mol_weight_g_mol": 713.40,
  "symbols": ["O", "H", "H", "C", "Cl", "O", "H", "C", "H", "C", "C", "C", "H", "C", "H", "H", "H", "H", "H", "C", "Si", "H", "C", "Cl", "H", "H", "H", "C", "H", "H", "H", "C", "P", "H", "C", "H", "H", "C", "C", "C", "H", "H", "H", "C", "H", "H", "C", "H", "C", "Cl", "H", "N", "H", "H", "H", "H", "H", "H", "H", "C", "H", "O", "H", "C", "C", "H", "C", "H", "C", "Sm", "H", "C", "N", "H", "H", "H", "H", "H", "H"],
  "coordinates": [[0.0565, -1.7650, 1.8678], [-2.3522, 4.6895, 1.3392], [-0.4116, 1.8020, -3.2214], [-0.9031, 1.6480, 5.3273], [2.5593, -0.2199, 3.5098], [0.0847, 1.8041, 1.7601], [2.0376, -3.8684, -6.0815], [2.1763, -2.2025, -4.6908], [-0.2061, -2.2374, 3.8589], [0.4497, 3.0431, 1.7171], [-1.5905, -4.4013, 3.7137], [2.1311, 1.7598, -4.3709], [-2.4646, -0.7710, 7.6635], [0.3737, 0.0404, 7.2677], [-2.0498, 3.2051, 0.4181], [0.0984, 1.7342, 4.8879], [2.2502, 3.4948, -5.6322], [0.0122, -0.8636, -4.9203], [-1.6536, 1.8217, 4.5376], [1.7503, 2.5624, -5.4494], [-0.6616, -0.4609, -1.9986], [-2.2172, -3.8685, 4.4395], [-0.5980, 1.5420, -2.1688], [-0.7436, -2.5616, -2.3457], [-0.7988, -3.8695, 0.5382], [0.2242, 0.8911, 7.9472], [1.8664, -4.2877, -4.3838], [1.4710, 0.5457, -4.1245], [-1.1115, 0.5313, 0.2871], [-0.6850, -4.7471, 4.2245], [-1.0503, 2.3762, 6.1425], [-2.3674, 0.1805, 7.1200], [-0.9567, -0.0848, 5.9762], [0.8942, 5.6642, 1.6755], [-1.6506, -3.8894, 1.2444], [2.9538, 2.0498, -3.7168], [0.4386, -0.8823, 7.8611], [0.4702, 0.1341, -5.0170], [2.0097, -0.3048, -2.9453], [0.0810, 5.3102, 1.0295], [1.4911, 3.3313, 1.8412], [-2.0729, -4.9034, 1.2988], [-2.1314, -5.2553, 3.3124], [2.9899, -2.6239, -2.3674], [2.9766, -2.0924, -1.3982], [-0.7581, 6.0152, 1.0325], [-1.5297, -0.3190, -0.2836], [-1.3977, -1.2288, 0.3164], [0.6970, 2.1899, -6.2731], [3.0954, 1.3968, -0.0995], [2.5051, -3.6135, -2.2896], [-1.2245, -3.5209, 2.6007], [-1.5716, 1.9304, -1.8427], [0.3464, 2.8345, -7.0735], [0.2213, 2.0053, -1.5869], [-2.6308, -0.1501, -0.3144], [-1.9530, -1.1369, -4.2085], [-2.1905, 3.1311, 2.2134], [-0.7941, 0.6517, -6.6881], [-1.9637, -0.3659, -3.4235], [3.4659, -3.8272, -5.0442], [1.1633, -0.4150, -1.7098], [1.2976, 0.1650, 6.6902], [-1.8402, 3.7264, 1.3607], [-0.4404, -2.4779, 2.8092], [2.9390, 0.1533, -2.5483], [2.3889, -3.6178, -5.0769], [-2.0103, 0.5983, -3.9382], [0.0577, 0.9650, -6.0752], [1.3641, 0.0516, 1.2515], [1.9747, -1.5001, -5.4837], [2.3741, -1.7460, -3.4357], [-0.4228, 4.0255, 1.4906], [4.0448, -2.8428, -2.6138], [-2.2230, 1.0215, 7.8207], [-3.2514, 0.3507, 6.4890], [-2.9117, -0.5151, -2.8833], [-2.4256, -3.1948, 0.8574], [0.4334, 5.2587, -0.0138]],
  "forces_ev_per_angstrom": [[-0.8326, -1.2971, 1.5614], [-0.1149, -0.2197, 0.1073], [-0.2857, 0.2210, 0.4541], [0.3353, -0.1475, -0.1571], [-0.1684, 0.0649, -0.0548], [0.5106, 2.6778, 0.5297], [0.0222, 0.2574, 0.0837], [0.4931, 0.8314, 0.9802], [-0.0467, -0.0965, -0.2870], [-1.6715, -1.0702, -0.3992], [0.1344, 0.3691, 0.4236], [-0.3788, -0.2499, -0.2800], [-0.3683, 0.4126, 0.0828], [0.1282, -0.0481, -0.5688], [0.0807, -0.0285, 0.2211], [-0.1805, 0.3894, -0.0214], [0.2154, 0.2790, -0.0069], [0.2322, 0.8276, 0.1212], [0.2700, -0.1800, 0.3163], [-0.0856, -0.2951, 0.3761], [-0.0587, 3.3754, -0.5795], [0.0561, -0.1803, -0.1824], [0.7372, -0.1291, 0.2142], [0.5978, -1.8576, 0.6787], [-0.4371, 0.0278, 0.3701], [0.0271, -0.1518, -0.2550], [0.2231, 0.0101, -0.0316], [0.6748, 0.0791, 0.4347], [-0.2986, -0.1595, -0.2042], [-0.2340, -0.0401, -0.0965], [0.1719, -0.2119, -0.3282], [-0.2709, -0.5510, -0.2018], [-0.1217, 0.6855, 0.7461], [-0.2767, -0.0457, -0.1808], [-0.0749, 0.0310, -0.5702], [-0.2404, 0.0437, -0.1356], [-0.0263, 0.2202, -0.2503], [-0.1917, -0.1126, -0.2830], [0.0987, -1.0096, 0.1895], [-0.0074, 0.6032, -0.3267], [0.1233, -0.0213, -0.0920], [0.2129, 0.4373, -0.1785], [0.0474, 0.0980, 0.1408], [0.0635, -0.0726, 0.1073], [-0.0842, -0.4752, -0.3826], [0.3860, -0.0440, 0.2437], [0.1225, -0.8408, 0.4696], [-0.1357, 0.2894, -0.1598], [-0.4159, -0.4395, -0.0515], [0.0681, 0.2069, 0.4413], [-0.0300, 0.5073, 0.1555], [0.2429, 0.3098, -0.2774], [0.0168, 0.1290, -0.1276], [0.1948, 0.0234, 0.0697], [-0.2749, 0.0508, 0.0601], [0.7467, 0.0562, -0.3833], [0.0588, 0.0953, 0.4095], [0.1736, 0.1251, -0.3101], [0.4436, 0.1442, 0.1064], [-0.6721, -0.2107, -0.4838], [-0.1192, -0.3331, 0.0159], [-1.1251, -0.6309, -1.3185], [0.0919, -0.0298, 0.4082], [-0.3298, 0.0491, -0.2471], [0.8074, 0.6388, -1.0685], [-0.5448, -0.0267, -0.3608], [0.3431, -0.5383, -0.0194], [-0.0564, -0.0484, 0.2315], [0.2108, -0.2432, 0.7687], [0.2886, -0.6759, -1.4343], [-0.3179, -0.0607, 0.0180], [-0.4326, 0.2872, -0.1749], [1.1364, -1.3341, 0.2118], [-0.2828, 0.1709, 0.0215], [-0.0031, -0.3649, -0.3325], [0.0062, -0.0873, 0.4456], [-0.0327, 0.0711, -0.1059], [0.4909, -0.3884, 0.3041], [-0.0566, -0.1482, 0.3892]],
  "mulliken_charge": [-0.478, 0.380, 0.434, -1.010, -0.541, -0.225, 0.382, 0.256, 0.325, -0.142, -0.826, -0.511, 0.355, -1.118, 0.206, 0.223, 0.418, 0.962, 0.199, -0.753, 2.077, 0.324, -1.453, -0.495, 0.261, 0.351, 0.282, 0.140, -0.054, 0.338, 0.451, -1.203, 0.483, 0.349, -0.764, 0.374, 0.365, 0.316, -0.785, -0.858, 0.483, 0.364, 0.271, -1.562, 0.078, 0.281, -0.490, -0.447, -0.553, -0.528, 0.297, 0.161, 0.412, 0.384, -0.044, 0.439, 0.368, 0.160, 0.366, -1.578, 0.328, 0.163, 0.262, -0.701, -0.134, 0.449, -1.597, 0.345, -1.271, 0.905, 0.643, 0.457, 0.171, 0.416, 0.352, 0.343, 0.374, 0.262, 0.332]
}

***

No. 2
{
  "formula": "C23H45F3O12S5Si",
  "method": "the ωB97M-V functional and the def2-TZVPD basis",
  "spin_multiplicity": 1,
  "e_lumo_ev": 0.01,
  "homo_energy_ev": -9.73,
  "orbital_gap_ev": 9.738,
  "smiles": "CCOC(=O)CCC[SiH2]S(=O)(=O)C(F)(F)F.O=S1(=O)CCCC1.O=S1(=O)CCCC1.O=S1(=O)CCCC1.O=S1(=O)CCCC1",
  "total_energy_ev": -119348.752,
  "largest_force_ev_per_a": 8.60,
  "mol_weight_g_mol": 759.02,
  "symbols": ["H", "C", "O", "H", "S", "H", "H", "H", "H", "C", "H", "C", "C", "S", "O", "H", "H", "H", "S", "H", "H", "C", "H", "C", "C", "C", "C", "H", "H", "Si", "H", "C", "O", "H", "O", "H", "O", "C", "H", "H", "C", "S", "C", "F", "H", "H", "H", "H", "F", "C", "H", "O", "O", "C", "O", "H", "H", "H", "H", "C", "H", "C", "H", "H", "F", "O", "H", "H", "H", "H", "H", "C", "S", "C", "H", "C", "H", "C", "O", "H", "O", "O", "H", "H", "C", "H", "C", "H", "H"],
  "coordinates": [[0.1802, -1.8700, 0.7181], [-2.1298, -2.5057, -0.5197], [-3.4932, -3.1332, -0.5150], [1.3682, -2.7270, -3.7003], [1.9744, 0.1323, -3.1924], [-3.0971, -4.3287, -5.9126], [2.3602, 0.7188, 2.3134], [-1.3732, 5.0257, 6.7853], [-0.4298, -1.6182, -2.5806], [-4.4052, -2.3968, -1.4099], [-1.0915, -5.1254, -8.0784], [-3.1032, 4.9190, 5.4405], [1.6841, 1.5704, 4.1916], [3.7797, 3.7576, 0.9688], [0.0248, -4.1707, -4.0652], [2.2182, 0.7285, 6.1345], [0.3799, -3.3911, -7.1741], [-3.1545, -5.7830, -6.9137], [-2.1002, 2.7662, 6.5305], [2.2435, -3.5144, -1.2259], [0.9947, -3.6104, 0.9072], [-5.2512, -1.2012, -0.6258], [4.0849, 4.6595, -2.5068], [1.4224, 0.9429, 2.8305], [-2.4779, -5.0768, -6.4224], [5.4884, 3.8116, -1.0634], [-4.1622, 3.8354, 5.2429], [-4.5152, -0.3176, -0.3799], [-3.8335, -1.9146, -2.3150], [1.0219, -1.7501, -2.6359], [-5.2171, -3.1443, -1.8272], [-1.5860, -5.7856, -5.4044], [-0.8037, -0.3773, 3.2867], [-4.1487, 1.7446, 5.8642], [-2.0133, -1.1745, -0.5269], [-4.9493, 3.9528, 5.9976], [1.1979, -1.6412, 2.3709], [1.6712, -2.5036, -0.9876], [4.4518, 5.7059, -1.1242], [-1.1554, -4.3648, 0.3655], [5.4866, 3.6404, 0.4548], [0.6238, -0.6052, 3.2062], [-2.3385, 4.5245, 6.6952], [1.9306, -0.2107, -5.9798], [2.2604, 4.7665, -0.5715], [1.8094, -1.7083, 4.9559], [-4.6370, 3.9081, 4.2595], [5.4009, 2.8303, -1.5454], [-0.1833, 0.1166, -4.8534], [-1.5624, -4.3792, -7.4272], [0.4243, -0.7481, 5.5595], [1.6667, 1.2866, -2.1958], [1.0075, -5.6856, -5.8490], [-0.5034, -3.6695, -6.5968], [-0.8691, 2.5362, 5.8041], [6.0449, 4.4405, 0.9484], [2.4800, -1.8165, -0.4409], [2.7866, 3.1299, -1.0769], [-1.3471, -6.8042, -5.7223], [4.2769, 4.6675, -1.4299], [-0.6884, -4.1633, -1.4489], [-3.4742, 2.4834, 5.4241], [-0.9194, -2.7900, -6.0964], [-3.5517, 5.9120, 5.5387], [1.3001, 2.0569, -5.1598], [3.6232, 4.9474, 1.7788], [6.4231, 4.2644, -1.4085], [-2.1137, -3.6776, -8.0600], [-6.1230, -0.8390, -1.3367], [-5.7699, -1.6431, 0.3313], [0.7521, 1.9749, 4.6042], [2.1912, 0.4357, 5.0803], [-0.0629, -4.8540, -5.3404], [1.2489, 0.5916, -4.8965], [5.8890, 2.6682, 0.7504], [1.2686, -0.7629, 4.8648], [0.7778, 1.5511, 2.1938], [0.5213, -2.8419, 0.1287], [3.5347, 0.0079, -3.2418], [2.4076, 2.3882, 4.1247], [3.3235, 2.4543, 1.4088], [-2.3775, 2.1363, 7.8059], [3.2142, 0.1714, 4.7862], [-2.0433, -5.8028, -4.4119], [-0.8322, -3.5592, -0.4549], [-2.4265, 4.9362, 4.5778], [3.1085, 4.0841, -0.6494], [-3.0756, 2.1072, 4.4780], [-2.9388, 4.6982, 7.5932]],
  "forces_ev_per_angstrom": [[0.8624, -2.4659, -1.7174], [-0.2365, 4.8797, 0.0992], [3.0668, 1.9915, -1.4612], [0.4472, 1.1335, 0.0117], [5.7678, 5.0635, 3.8797], [0.0903, -0.0999, -0.0726], [-0.3304, -0.0390, 0.0833], [-0.0397, -0.2178, 0.0688], [-0.0948, 0.5799, -0.1526], [-1.7187, 1.3112, -0.2676], [-0.0263, 0.1387, 0.0626], [0.0197, 0.1678, -0.2354], [-0.2049, 0.2764, 0.1573], [-0.2279, -0.0358, -0.2204], [-0.0943, -0.8181, -0.2325], [-0.0314, -0.0785, -0.1524], [0.0179, -0.0618, 0.2375], [0.1027, 0.1095, 0.1178], [-0.1351, -0.1768, 0.4466], [-1.1824, 2.1419, 0.1745], [-1.0308, 1.8946, -1.7348], [0.2302, -0.4617, -0.4643], [-0.0018, -0.0075, 0.1720], [0.2406, 0.1761, -0.0895], [-0.3681, 0.0860, -0.0716], [0.1717, -0.1605, -0.3459], [-0.3384, 0.1462, -0.0424], [-1.6387, -1.8373, -0.3493], [-0.9687, -1.0230, 1.8398], [-0.1905, -2.8728, 1.0324], [1.9385, 1.1681, 0.9641], [-0.5743, -0.4284, 0.1208], [0.1480, -0.4916, -0.2512], [0.3137, 0.0139, -0.0233], [-0.6849, -8.3319, -0.1859], [0.1137, -0.0056, -0.0989], [-0.1511, 0.2279, 0.7716], [1.2471, -0.2705, 1.8365], [-0.0584, -0.0993, -0.0520], [0.4941, 1.7164, -1.8738], [0.7196, -0.1108, -0.0412], [0.2394, 0.7558, 0.1987], [0.0110, 0.5817, 0.0389], [-2.4736, 3.0982, 3.4865], [0.0683, -0.1444, 0.1860], [-0.2504, 0.0533, -0.1154], [0.0654, -0.0439, 0.1694], [-0.0201, 0.1484, 0.0694], [4.4984, 1.7613, -0.4658], [-0.0514, -0.1110, -0.2573], [0.0332, -0.0016, -0.2173], [-0.3667, -3.5392, -3.4748], [-0.2523, 0.3854, 0.4976], [-0.0679, 0.4147, -0.3705], [-0.3176, -0.0456, 0.5005], [-0.2043, -0.1072, 0.0328], [-1.7314, -1.4091, -1.2194], [0.0067, 0.0708, 0.1095], [0.1209, 0.1886, 0.0932], [0.0768, 0.2478, -0.1089], [-0.4817, 1.4150, 1.6606], [-0.4893, -0.2492, -0.4584], [0.1030, -0.1023, 0.0010], [0.0969, -0.1319, -0.0168], [-0.2612, -5.4791, 0.5728], [-0.0564, -0.4860, 0.0953], [-0.1277, -0.0922, 0.0792], [0.1166, -0.0995, 0.0861], [1.8713, -0.6472, 1.3357], [1.2353, 0.9065, -1.7849], [0.3038, -0.1223, -0.1450], [0.3070, 0.1514, 0.1305], [0.1424, -0.1432, -0.2376], [-1.4246, 0.3624, -2.9000], [-0.1662, 0.1919, 0.1282], [0.1773, -0.2891, 0.6834], [0.0424, -0.2498, -0.0188], [-0.7158, -0.0740, -0.0321], [-5.2933, -0.4318, -0.9578], [-0.0928, -0.1416, -0.1013], [0.2072, 0.6680, 0.2041], [0.4545, 0.0529, -0.5048], [-0.1256, 0.0148, 0.0244], [0.2631, -0.0429, -0.0885], [-1.0369, -0.3594, 1.3405], [-0.0538, 0.0314, 0.1354], [-0.2451, 0.0420, -0.4551], [0.0812, -0.0147, 0.2132], [0.1202, -0.1118, -0.0828]],
  "mulliken_charge": [-0.104, 0.598, -0.363, -0.146, 0.889, 0.278, 0.471, 0.389, -0.160, -0.183, 0.316, -0.548, 0.053, 1.101, -0.466, 0.358, 0.428, 0.327, 1.036, 0.362, 0.321, -0.859, 0.360, -0.958, -0.604, -0.561, -0.618, 0.228, 0.191, 0.635, 0.316, -0.662, -0.749, 0.353, -0.507, 0.286, -0.722, -0.723, 0.324, 0.337, -0.719, 1.282, -0.740, -0.212, 0.449, 0.395, 0.334, 0.269, -0.223, -0.662, 0.349, -0.616, -0.678, -0.571, -0.631, 0.354, 0.390, -0.031, 0.365, -0.715, 0.037, -0.569, 0.287, 0.344, -0.186, -0.736, 0.323, 0.341, 0.307, 0.245, -0.108, -0.723, 0.960, 0.560, 0.353, -0.797, 0.539, 0.067, -0.679, 0.335, -0.498, -0.706, 0.360, 0.324, -0.498, 0.283, -0.235, 0.308, 0.351]
}